ORCA calculation (ωB97M-V/def2-TZVPD) on a molecular structure, C19H24F5N6S2Ti.

Geometry (Å):
Ti  -0.061  0.853  -0.140
N  -0.960  0.787  1.910
C  -2.379  1.243  2.004
C  -2.907  1.333  0.587
N  -1.890  1.971  -0.301
C  -2.416  1.926  -1.701
C  -1.271  2.018  -2.729
N  0.055  1.970  -2.034
C  -1.658  3.412  0.056
C  -0.523  3.653  1.049
N  0.678  2.854  0.663
H  -0.922  -0.182  2.222
H  -0.398  1.283  2.597
H  -2.451  2.199  2.519
H  -2.984  0.540  2.573
H  -3.852  1.879  0.547
H  -3.085  0.324  0.211
H  -3.144  2.726  -1.844
H  -2.951  0.990  -1.841
H  -1.352  2.918  -3.336
H  -1.340  1.171  -3.408
H  0.347  2.933  -1.898
H  0.727  1.602  -2.703
H  -2.581  3.846  0.446
H  -1.431  3.952  -0.865
H  -0.805  3.398  2.066
H  -0.306  4.721  1.057
H  1.292  2.762  1.470
H  1.231  3.408  0.014
F  3.253  -4.287  -3.238
C  2.285  -3.542  -2.805
C  0.997  -4.066  -2.680
F  0.764  -5.311  -3.001
C  -0.034  -3.268  -2.206
F  -1.237  -3.769  -2.064
C  0.198  -1.931  -1.852
S  -1.095  -0.911  -1.315
C  1.496  -1.447  -2.002
F  1.719  -0.137  -1.695
C  2.539  -2.210  -2.458
F  3.744  -1.689  -2.560
N  3.125  0.985  0.488
C  2.528  -0.133  1.014
N  1.222  -0.385  0.880
C  0.896  -1.610  1.532
C  -0.356  -2.219  1.680
C  -0.458  -3.408  2.384
C  0.658  -4.006  2.966
C  1.897  -3.407  2.865
C  1.995  -2.218  2.153
S  3.438  -1.278  1.900
H  3.022  1.123  -0.509
H  4.102  1.082  0.743
H  -1.257  -1.799  1.257
H  -1.428  -3.875  2.488
H  0.549  -4.934  3.511
H  2.771  -3.844  3.331

Cartesian forces (eV/Å) of the 3 atoms listed first:
Ti -0.2347 -0.7565 -0.6313
N -0.3000 0.1559 -0.1492
C -0.2436 0.1337 -0.2334

LUMO energy (spin up / spin down) = -11.43 / -11.48 eV
Total charge = +3
Multiplicity = 1
HOMO energy (spin up / spin down) = -17.445 / -17.439 eV

***

ORCA calculation (ωB97M-V/def2-TZVPD) on C19H24FN3O3 in the gas phase.

Geometry (Å):
C  -6.567  -0.441  -0.692
C  -5.253  0.268  -0.422
H  -4.886  0.784  -1.316
H  -5.354  1.009  0.378
O  -4.286  -0.708  -0.026
C  -3.061  -0.257  0.249
O  -2.748  0.903  0.173
C  -2.151  -1.385  0.676
H  -2.418  -2.286  0.124
H  -2.321  -1.568  1.740
C  -0.678  -1.011  0.457
N  0.166  -1.770  1.367
C  0.387  -3.132  0.922
C  0.720  -3.246  -0.571
O  -0.260  -2.598  -1.350
C  -0.308  -1.226  -1.021
H  -1.064  -0.777  -1.667
H  0.663  -0.764  -1.242
H  0.722  -4.292  -0.885
H  1.707  -2.804  -0.778
H  1.184  -3.579  1.517
H  -0.538  -3.691  1.108
C  1.301  -1.055  1.922
C  2.329  -0.561  0.949
C  3.447  -1.228  0.491
N  4.042  -0.438  -0.426
N  3.380  0.697  -0.596
C  2.339  0.657  0.223
C  1.369  1.750  0.297
C  0.723  2.218  -0.845
C  -0.228  3.219  -0.794
C  -0.546  3.785  0.427
C  0.094  3.353  1.576
C  1.042  2.348  1.511
H  1.550  2.024  2.407
H  -0.147  3.799  2.529
H  -1.293  4.561  0.480
H  -0.711  3.534  -1.705
F  1.006  1.664  -2.042
C  5.241  -0.699  -1.168
H  6.098  -0.794  -0.497
H  5.140  -1.616  -1.751
H  5.398  0.142  -1.840
H  3.849  -2.186  0.757
H  1.781  -1.726  2.640
H  0.887  -0.206  2.474
H  -0.569  0.052  0.692
H  -6.908  -0.950  0.205
H  -6.439  -1.177  -1.481
H  -7.317  0.283  -0.998

Cartesian forces (eV/Å) of the 3 atoms listed first:
C 0.4551 0.0207 0.1234
C -0.2293 0.3976 -0.0920
H -0.0400 -0.0355 0.1577

SMILES = CCOC(=O)C[C@@H]1COCCN1Cc1cn(C)nc1-c1ccccc1F
LUMO energy = 0.78 eV
Multiplicity = 1
HOMO energy = -7.954 eV

***

ORCA calculation (ωB97M-V/def2-TZVPD) on C19H24FN3O4S in the gas phase.

Geometry (Å):
C  -8.155  -1.095  0.074
H  -8.843  -0.253  0.177
H  -8.137  -1.650  1.014
H  -8.460  -1.739  -0.746
O  -6.852  -0.631  -0.250
C  -6.279  0.173  0.651
O  -6.793  0.499  1.697
C  -4.950  0.619  0.242
C  -4.186  0.372  -0.884
C  -2.989  1.083  -0.719
C  -3.051  1.735  0.493
N  -4.235  1.448  1.062
H  -4.592  1.781  1.945
H  -2.322  2.378  0.943
S  -1.608  1.115  -1.838
O  -0.721  2.149  -1.400
O  -2.094  1.109  -3.182
N  -0.849  -0.337  -1.595
H  -1.346  -1.116  -1.993
C  -0.241  -0.555  -0.307
H  0.048  0.439  0.042
C  1.006  -1.440  -0.407
C  1.673  -1.570  0.962
C  2.974  -2.378  0.842
N  3.910  -1.877  -0.136
C  4.863  -0.874  0.293
C  4.324  0.510  0.583
C  4.259  1.483  -0.409
C  3.715  2.735  -0.193
C  3.223  3.044  1.062
C  3.301  2.109  2.081
C  3.849  0.861  1.841
H  3.914  0.140  2.643
H  2.936  2.353  3.067
H  2.789  4.015  1.244
H  3.680  3.445  -1.004
F  4.756  1.206  -1.637
H  5.349  -1.259  1.195
H  5.618  -0.801  -0.495
C  3.288  -1.688  -1.430
C  2.005  -0.849  -1.401
H  2.224  0.177  -1.107
H  1.564  -0.820  -2.397
H  4.016  -1.236  -2.104
H  3.045  -2.687  -1.814
H  3.474  -2.430  1.812
H  2.717  -3.402  0.541
H  1.887  -0.572  1.346
H  1.003  -2.070  1.666
H  0.706  -2.436  -0.756
H  -0.953  -0.986  0.414
H  -4.461  -0.226  -1.727

Cartesian forces (eV/Å) of the 3 atoms listed first:
C -0.3503 -0.0404 0.2574
H 0.0403 -0.0873 -0.0200
H -0.0230 0.0313 -0.0996

SMILES = COC(=O)c1cc(S(=O)(=O)NCC2CCN(Cc3ccccc3F)CC2)c[nH]1
LUMO energy = 0.50 eV
Multiplicity = 1
HOMO energy = -8.134 eV

***

ORCA calculation (ωB97M-V/def2-TZVPD) on C19H24FN5 in the gas phase.

Geometry (Å):
C  -1.988  -2.843  1.448
C  -2.434  -1.683  0.625
N  -2.584  -0.406  1.183
N  -3.187  0.295  0.257
C  -3.396  -0.480  -1.053
C  -3.060  -1.691  -0.661
H  -3.098  -2.523  -1.267
C  -4.004  0.383  -2.228
H  -4.288  -0.365  -2.944
H  -4.843  0.878  -1.866
H  -3.323  1.252  -2.530
C  -3.578  1.798  0.522
H  -4.424  1.839  0.125
H  -3.473  1.833  1.752
C  -2.401  2.656  -0.043
N  -1.085  2.356  0.537
C  -0.731  2.091  1.885
H  -1.222  1.275  2.333
H  0.414  2.356  1.933
H  -1.224  3.158  2.469
C  -0.463  1.292  -0.434
C  0.951  1.532  -0.235
C  1.808  2.710  -0.328
N  3.051  2.287  -0.218
N  3.259  1.092  -0.643
C  2.122  0.427  -0.409
C  1.819  -1.220  -0.409
C  2.613  -1.737  0.341
C  2.290  -3.301  0.491
C  1.405  -3.842  -0.343
C  0.605  -2.859  -1.252
C  0.779  -1.629  -1.323
H  0.244  -0.924  -1.807
H  -0.207  -3.513  -1.845
H  1.169  -4.936  -0.413
H  3.029  -3.687  1.043
F  3.565  -1.396  1.004
C  4.260  3.115  -0.128
H  4.229  3.801  0.490
H  4.175  3.830  -1.207
H  5.226  2.385  -0.192
H  1.363  3.693  -0.125
H  -0.911  1.290  -1.335
H  -0.703  0.169  0.110
H  -2.573  2.792  -1.076
H  -2.471  3.598  0.476
H  -2.608  -3.816  1.287
H  -0.921  -3.249  1.014
H  -1.923  -2.507  2.314

Cartesian forces (eV/Å) of the 3 atoms listed first:
C 1.4150 -4.8724 -9.7916
C -1.8889 2.2712 0.5959
N -0.0930 -3.3686 -1.2765

SMILES = Cc1cc(C)n(CCN(C)Cc2cn(C)nc2-c2ccccc2F)n1
LUMO energy = 0.70 eV
Multiplicity = 1
HOMO energy = -7.844 eV

***

ORCA calculation (ωB97M-V/def2-TZVPD) on C19H24N2O in the gas phase.

Geometry (Å):
N  2.407  -0.722  1.782
O  1.278  -2.422  0.809
C  1.597  -1.125  0.864
C  0.530  2.578  1.689
C  -0.296  2.435  0.613
C  -0.747  2.179  5.755
C  -1.631  2.837  4.847
C  0.537  1.784  5.372
C  -1.205  2.965  3.495
C  0.936  1.977  4.061
C  0.062  2.505  3.098
N  1.280  -0.113  0.002
C  2.761  -1.870  2.560
C  1.876  -2.974  1.991
C  -0.554  0.192  -3.826
C  -0.030  -1.212  -3.372
C  1.614  0.453  -2.907
C  0.205  2.381  -0.769
C  0.272  1.158  -2.998
C  0.991  -0.831  -2.274
C  -0.247  1.098  -1.524
C  0.264  -0.249  -1.037
H  1.603  2.711  1.514
H  -1.361  2.332  0.810
H  -1.032  2.000  6.770
H  -2.630  3.170  5.105
H  1.254  1.391  6.085
H  -1.921  3.440  2.833
H  1.921  1.600  3.751
H  1.452  0.794  0.413
H  3.835  -2.109  2.499
H  2.542  -1.673  3.595
H  1.062  -3.365  2.638
H  2.497  -3.837  1.672
H  -1.630  0.269  -3.650
H  -0.305  0.373  -4.892
H  -0.869  -1.803  -2.964
H  0.485  -1.734  -4.188
H  2.324  0.944  -2.240
H  2.090  0.284  -3.851
H  -0.256  3.218  -1.279
H  1.287  2.498  -0.834
H  0.296  2.176  -3.394
H  1.718  -1.598  -2.066
H  -1.337  1.087  -1.521
H  -0.582  -0.852  -0.700

Cartesian forces (eV/Å) of the 3 atoms listed first:
N -0.0653 -0.2813 0.1673
O -0.6889 0.4850 -0.8346
C 2.1105 2.7983 0.9783

SMILES = C(=C\c1ccccc1)/C[C@H]1[C@@H]2CC[C@@H](C2)[C@H]1NC1=NCCO1
LUMO energy = 0.88 eV
Multiplicity = 1
HOMO energy = -7.926 eV

***

We obtain E values of -87382.1528 -33422.3944 -46305.6055 -30246.1538 -25119.1163 eV for the records listed above, in that order.
We obtain energy above the lowest of the compared OMol25 structures with the same formula, charge and spin values of 0.0 12.4 19.2 1361.9 199.9 kJ/mol for the records listed above, in that order.